Entry 1:
Entry from OMol25: a molecular structure, CH4Cl2N2OS2 in a non-equilibrium geometry (ωB97M-V with the def2-TZVPD basis set).

```
12
Properties=species:S:1:pos:R:3:nbo_charge:R:1
C -0.16569 -0.37511 -0.16191 -0.460
N -0.43313 0.69479 0.77376 -0.665
N 1.42597 2.06005 2.88005 -0.677
O 1.51898 -0.42999 2.40344 -0.883
S -1.40026 1.94265 0.18334 -0.037
S 1.61693 0.86299 1.69635 1.349
Cl 1.51795 3.67519 2.11603 0.163
Cl 0.14461 1.88715 4.09856 0.156
H -1.16693 -0.87938 -0.59645 0.221
H 0.13538 0.06869 -1.04952 0.217
H 0.53489 -1.12811 0.25959 0.225
H -0.62904 0.19643 1.60398 0.390
```

Computed properties:
strongest force on any atom = 3.23 eV/Å
HOMO-LUMO gap (spin up / spin down) = 7.08 / 6.24 eV
total charge = 0
LUMO (spin up / spin down) = -1.5 / -1.7 eV
spin multiplicity = 1
energy relative to the best compared isomer or geometry (same formula, charge and spin) = 343.5 kJ/mol

Entry 2:
Entry from OMol25: a single C4H7N3 molecule in a non-equilibrium geometry (ωB97M-V with the def2-TZVPD basis set).

```
14
Properties=species:S:1:pos:R:3:nbo_charge:R:1
C -1.08610 -1.07987 -0.85720 0.272
C 0.72799 0.81326 -0.89139 -0.207
C -0.68067 0.59273 0.83036 -0.227
C -0.03490 -0.46090 -0.04478 0.011
N -1.89362 -1.76882 -1.28235 -0.315
N -0.18780 1.65095 -0.13951 -0.625
N 0.86267 -1.43769 0.47027 -0.813
H 1.92331 0.89806 -0.71240 0.180
H 0.60528 0.85758 -1.99072 0.194
H -1.93117 0.55070 0.77705 0.220
H -0.22046 0.48992 1.80301 0.188
H 0.36538 2.39053 0.30194 0.361
H 0.50279 -2.37104 0.31785 0.393
H 1.04731 -1.12541 1.41787 0.370
```

Computed properties:
strongest force on any atom = 3.86 eV/Å
HOMO-LUMO gap = 10.27 eV
total charge = 0
LUMO = 0.8 eV
spin multiplicity = 1
structure (SMILES) = N#CC1(N)CNC1
energy relative to the best compared isomer or geometry (same formula, charge and spin) = 260.5 kJ/mol

Entry 3:
Entry from OMol25: 2 unconnected molecules or ions with the total composition C5H8N2O2S in a non-equilibrium geometry (ωB97M-V with the def2-TZVPD basis set).

```
18
Properties=species:S:1:pos:R:3:nbo_charge:R:1
C -1.58326 1.31638 0.76917 -0.395
C -1.86155 0.11628 0.24151 -0.068
C -0.65880 -0.65192 -0.07931 0.523
C -3.24185 -0.43995 -0.26521 -0.633
C 3.04873 -0.29385 -0.12393 0.051
N 0.39873 -0.00516 0.52001 -0.527
N 1.85012 -0.41008 -0.78474 -0.496
O -0.55315 -1.70204 -0.69555 -0.501
O 3.35432 1.01602 0.17384 -0.751
S 0.10318 1.46311 1.24994 0.706
H -2.11081 2.08586 1.26697 0.231
H -3.21298 -1.01272 -1.19092 0.249
H -3.82309 0.47321 -0.42397 0.216
H -3.53708 -0.82489 0.66591 0.232
H 3.22814 -0.79957 0.73656 0.169
H 3.87981 -0.69266 -0.81213 0.144
H 1.36594 -1.35127 -0.76971 0.365
H 3.35358 1.71324 -0.47843 0.483
```

Computed properties:
expectation value of S² = 2.022
strongest force on any atom = 4.59 eV/Å
HOMO-LUMO gap (spin up / spin down) = 7.73 / 6.44 eV
total charge = 0
LUMO (spin up / spin down) = 0.5 / -2.6 eV
spin multiplicity = 3
energy relative to the best compared isomer or geometry (same formula, charge and spin) = 228.5 kJ/mol